Record 1
{
  "formula": "H16O8",
  "method": "wB97M-V/def2-TZVPD",
  "symbols": ["O", "H", "H", "O", "H", "H", "O", "H", "H", "O", "H", "H", "O", "H", "H", "O", "H", "H", "O", "H", "H", "O", "H", "H"],
  "xyz": [[0.21570, 0.65593, -0.04299], [-0.36871, 0.01118, 0.35356], [0.46768, 0.29848, -0.97426], [2.85634, -1.61004, 2.77672], [2.63618, -1.34515, 3.71887], [3.81117, -1.52219, 2.80082], [-1.00190, 1.65589, -2.88142], [-0.59691, 2.48985, -2.62234], [-1.41940, 1.99005, -3.65835], [-3.46613, -0.33520, -0.78068], [-2.86077, 0.28207, -0.38934], [-3.20988, -0.13691, -1.69985], [4.08566, -2.58563, -1.98831], [3.23711, -2.69148, -1.48413], [3.92077, -2.12888, -2.80281], [-2.10561, 1.59982, 0.14943], [-1.44451, 1.99505, 0.60603], [-2.94154, 2.10756, 0.27186], [-1.22872, -1.91227, 0.97547], [-1.43697, -2.49094, 1.69086], [-0.66111, -2.42218, 0.36950], [0.62971, 1.67351, 2.06013], [-0.08548, 2.23382, 2.22424], [0.96730, 2.18765, 1.32698]],
  "forces_ev_per_angstrom": [[1.71, -0.87, -3.71], [-0.21, -0.55, 0.19], [-1.05, 0.83, 2.47], [-0.32, 0.48, 2.03], [0.03, -0.45, -1.74], [0.30, -0.06, -0.33], [0.48, 0.37, 0.39], [0.37, -0.18, 0.80], [-0.86, -0.27, -1.27], [-0.47, -0.40, -1.67], [0.66, 0.19, 1.11], [-0.54, -0.54, 0.15], [-0.69, -0.68, 1.50], [1.19, 0.37, -1.04], [-0.49, 0.32, -0.44], [-4.56, -0.37, -1.78], [3.23, 1.74, 2.03], [1.03, -0.42, 0.05], [0.68, 0.43, -1.23], [-0.16, -0.60, 0.73], [-0.42, 0.23, 0.50], [1.38, -0.03, 0.43], [-2.18, 1.11, 1.44], [0.90, -0.62, -0.61]],
  "mulliken_charge": [-0.567, 0.338, 0.213, -0.618, 0.316, 0.307, -0.541, 0.298, 0.265, -0.671, 0.434, 0.298, -0.639, 0.324, 0.315, -0.545, 0.250, 0.261, -0.592, 0.274, 0.300, -0.579, 0.238, 0.322],
  "mol_weight_g_mol": 144.1,
  "lumo_ev": 0.3,
  "fmax_ev_per_a": 4.91,
  "de_lowest_kcal_mol": 89.3,
  "total_energy_ha": -611.44028,
  "homo_ha": -0.3749,
  "total_charge": 0
}


Record 2
{
  "formula": "C22H22FN5O3",
  "method": "wB97M-V/def2-TZVPD",
  "symbols": ["C", "O", "C", "C", "C", "C", "C", "N", "C", "N", "C", "C", "C", "O", "N", "C", "C", "C", "C", "C", "F", "C", "C", "C", "O", "N", "C", "N", "C", "C", "C", "H", "H", "H", "H", "H", "H", "H", "H", "H", "H", "H", "H", "H", "H", "H", "H", "H", "H", "H", "H", "H", "H"],
  "xyz": [[-6.46355, -2.70099, -0.84076], [-5.78571, -1.70327, -1.56589], [-5.18228, -0.69596, -0.88208], [-5.18383, -0.55465, 0.50189], [-4.53115, 0.51602, 1.08602], [-3.86747, 1.46353, 0.32018], [-3.10689, 2.58090, 0.99097], [-1.99205, 2.07999, 1.79515], [-1.01797, 1.29629, 1.23817], [-0.64109, 0.15468, 1.80570], [0.38993, -0.28312, 1.05479], [0.65023, 0.59317, 0.01512], [1.70359, 0.38738, -0.91828], [2.02428, 1.11398, -1.84536], [2.38455, -0.80968, -0.65976], [3.50407, -1.12952, -1.54823], [4.79258, -0.57424, -1.00069], [5.58090, -1.34080, -0.15113], [6.74905, -0.82402, 0.37981], [7.11278, 0.46861, 0.05057], [8.25493, 0.97958, 0.56369], [6.34270, 1.25596, -0.78530], [5.17750, 0.72514, -1.30845], [2.13995, -1.71633, 0.36012], [2.78919, -2.73409, 0.48432], [1.11095, -1.42140, 1.22645], [0.82685, -2.32776, 2.31744], [-0.27093, 1.62026, 0.15702], [-0.30013, 2.79680, -0.66795], [-3.87238, 1.31641, -1.06183], [-4.52144, 0.25734, -1.65834], [-5.78748, -3.23888, -0.16852], [-6.85387, -3.39200, -1.58607], [-7.29564, -2.28387, -0.26442], [-5.68774, -1.26838, 1.13405], [-4.54568, 0.61189, 2.16267], [-3.75668, 3.13243, 1.67556], [-2.72668, 3.28043, 0.24629], [-2.31661, 1.61964, 2.63786], [3.55759, -2.21626, -1.62972], [3.27514, -0.67949, -2.51615], [5.26839, -2.34232, 0.10127], [7.37371, -1.40645, 1.03852], [6.65712, 2.26145, -1.01668], [4.55395, 1.32307, -1.95551], [0.85267, -3.35205, 1.94744], [1.57700, -2.22157, 3.10286], [-0.15595, -2.07692, 2.70687], [0.61953, 2.81311, -1.25153], [-0.35941, 3.69020, -0.04559], [-1.14550, 2.77075, -1.35860], [-3.37178, 2.04473, -1.68373], [-4.52927, 0.14030, -2.73023]],
  "forces_ev_per_angstrom": [[-0.11, -0.17, 0.13], [0.17, 0.25, -0.13], [0.12, 0.20, -0.07], [-0.17, -0.28, -0.04], [0.08, 0.18, -0.18], [-0.02, 0.08, 0.02], [-0.07, -0.14, -0.12], [-0.06, 0.32, 0.36], [0.40, -0.18, -0.15], [-0.07, -0.31, 0.22], [-0.03, 1.14, -0.87], [0.11, -0.71, 0.47], [-0.39, 0.04, 0.27], [0.08, 0.15, -0.20], [0.05, -0.08, -0.24], [0.15, -0.07, -0.15], [-0.07, -0.07, -0.09], [0.00, 0.08, -0.08], [0.19, 0.18, 0.04], [-0.11, -0.04, -0.03], [-0.09, -0.04, -0.04], [0.21, -0.01, 0.14], [0.04, -0.09, 0.02], [-0.24, 0.03, 0.10], [0.23, -0.28, 0.09], [0.01, -0.07, 0.02], [0.05, -0.25, 0.16], [-0.23, -0.27, 0.33], [-0.05, 0.46, -0.24], [-0.06, -0.02, 0.13], [-0.15, -0.26, -0.03], [-0.03, 0.03, -0.02], [0.01, 0.02, 0.10], [0.04, -0.02, -0.01], [-0.06, -0.09, 0.02], [-0.01, -0.02, 0.13], [0.11, 0.03, -0.11], [-0.11, 0.03, 0.06], [0.11, 0.08, -0.08], [-0.04, 0.18, -0.05], [0.03, -0.14, 0.14], [-0.02, -0.10, 0.01], [0.08, -0.04, 0.07], [0.06, 0.10, -0.01], [-0.06, 0.05, -0.07], [-0.03, 0.07, 0.07], [-0.05, -0.04, 0.01], [0.04, -0.05, 0.02], [-0.11, 0.04, 0.06], [-0.03, -0.01, -0.01], [0.04, 0.05, 0.02], [0.07, 0.08, -0.06], [0.00, -0.02, -0.14]],
  "mulliken_charge": [-0.839, -0.449, 0.892, -0.468, -0.649, 0.779, -1.562, -0.148, 0.047, -0.807, 1.588, -0.293, 0.366, -0.736, 0.108, -2.052, 0.584, -0.277, -0.659, 0.381, -0.333, -0.673, -0.247, 0.598, -0.665, 0.052, -1.096, 0.065, -0.976, -0.291, -0.744, 0.339, 0.242, 0.337, 0.390, 0.341, 0.482, 0.436, 0.395, 0.616, 0.603, 0.414, 0.425, 0.425, 0.430, 0.328, 0.302, 0.372, 0.335, 0.386, 0.195, 0.280, 0.433],
  "mol_weight_g_mol": 423.4,
  "lumo_ev": 0.6,
  "fmax_ev_per_a": 1.43,
  "de_lowest_kcal_mol": 0.0,
  "total_energy_ha": -1450.98566,
  "homo_ha": -0.2909,
  "total_charge": 0
}


Record 3
{
  "formula": "C23H70N14O11",
  "method": "wB97M-V/def2-TZVPD",
  "symbols": ["C", "O", "C", "C", "C", "N", "H", "H", "H", "H", "H", "H", "H", "H", "H", "H", "H", "C", "O", "C", "C", "C", "N", "H", "H", "H", "H", "H", "H", "H", "H", "H", "H", "H", "C", "O", "C", "C", "C", "N", "H", "H", "H", "H", "H", "H", "H", "H", "H", "H", "H", "C", "O", "C", "C", "C", "N", "H", "H", "H", "H", "H", "H", "H", "H", "H", "H", "H", "N", "C", "N", "O", "H", "H", "H", "H", "N", "C", "N", "O", "H", "H", "H", "H", "N", "C", "N", "O", "H", "H", "H", "H", "N", "C", "N", "O", "H", "H", "H", "H", "N", "C", "N", "O", "H", "H", "H", "H", "O", "C", "C", "O", "H", "H", "H", "H", "H", "H"],
  "xyz": [[0.60617, 1.35232, 3.68932], [0.56475, 0.31580, 4.67427], [1.30244, 0.57239, 5.90052], [1.42209, -0.54954, 6.86035], [0.03424, -0.99454, 7.39715], [2.39030, -0.27941, 7.90696], [0.05092, 1.15992, 2.77130], [1.63103, 1.66305, 3.48630], [0.07048, 2.23795, 4.03109], [2.30984, 0.87000, 5.60958], [0.84700, 1.46029, 6.33905], [1.93793, -1.34919, 6.32877], [0.04859, -1.79207, 8.14000], [-0.68440, -1.27675, 6.62772], [-0.33843, -0.21662, 8.06352], [2.42322, -1.08140, 8.52003], [1.97260, 0.40164, 8.52485], [0.39262, 0.02476, -4.36866], [0.94897, -0.89960, -5.32143], [0.03724, -1.73367, -6.06591], [0.78552, -2.00282, -7.44946], [0.90840, -0.82385, -8.37053], [0.09174, -3.02680, -8.21589], [-0.44957, -0.32021, -3.76881], [0.07634, 0.96138, -4.82779], [1.24088, 0.34004, -3.76107], [-0.19017, -2.65841, -5.53559], [-0.88003, -1.22261, -6.35832], [1.81425, -2.30489, -7.25312], [-0.02815, -0.47879, -8.80860], [1.57254, -1.09109, -9.19248], [1.44491, -0.03592, -7.84194], [-0.76731, -2.55950, -8.46841], [-0.12897, -3.79882, -7.60322], [-3.48560, 3.75800, 1.42906], [-2.30963, 4.35181, 0.92872], [-1.09767, 3.67207, 1.25972], [0.11080, 4.51721, 0.78735], [1.48620, 3.83628, 1.12810], [0.05010, 5.78571, 1.53345], [-3.74040, 2.81662, 0.94224], [-4.33588, 4.43373, 1.33688], [-3.47958, 3.55690, 2.50034], [-1.08728, 3.48942, 2.33426], [-1.06576, 2.66781, 0.83719], [-0.01196, 4.71766, -0.27701], [1.82323, 3.79076, 2.16369], [2.31889, 4.23915, 0.55152], [1.43480, 2.78218, 0.85546], [-0.14633, 5.72312, 2.52218], [-0.70699, 6.29691, 1.10265], [-4.00690, -3.28911, 5.04330], [-3.75731, -3.31749, 3.62413], [-4.20383, -2.10084, 2.95067], [-2.85301, -1.38881, 2.49602], [-2.98126, 0.03088, 1.82910], [-2.12431, -2.12753, 1.54475], [-3.30066, -3.97811, 5.50656], [-4.91412, -3.86186, 5.23575], [-3.90600, -2.30408, 5.49894], [-4.78627, -2.33937, 2.06074], [-4.70502, -1.38096, 3.59772], [-2.16715, -1.27339, 3.33528], [-3.30224, 0.03952, 0.78747], [-2.04511, 0.56441, 1.99366], [-3.69628, 0.64176, 2.38017], [-1.87217, -2.94208, 2.08609], [-2.66215, -2.43993, 0.74900], [4.91412, -1.28556, 2.80806], [3.62609, -1.43260, 2.83360], [3.17888, -1.88921, 3.95635], [2.82132, -1.04253, 1.96075], [5.43680, -1.40753, 3.66365], [5.31607, -0.80688, 2.01471], [3.72509, -2.25802, 4.72169], [2.17262, -1.84940, 4.03355], [1.81954, 0.30007, -0.42499], [0.52224, 0.26561, -0.51877], [0.10690, -0.52889, 0.42195], [-0.16563, 0.85217, -1.36645], [2.37016, -0.26605, 0.20464], [2.16752, 0.99386, -1.07126], [0.81135, -1.00310, 0.96873], [-0.80114, -0.96266, 0.33580], [-1.78650, 3.58763, -2.34702], [-1.13194, 3.68685, -3.46064], [-0.01733, 3.09063, -3.37140], [-1.52383, 4.17414, -4.46310], [-1.30636, 3.26673, -1.51840], [-2.75191, 3.86742, -2.24801], [0.49808, 3.01312, -4.23652], [0.22606, 2.57944, -2.53500], [-5.30083, 0.66508, -3.03498], [-4.46079, 1.37247, -2.43725], [-3.34466, 0.73861, -2.31416], [-4.56441, 2.48044, -2.07596], [-6.18155, 1.11719, -3.23507], [-5.12736, -0.32250, -3.15620], [-3.38125, -0.26534, -2.41832], [-2.56822, 1.28984, -1.97743], [1.07504, -3.20819, -2.35775], [0.29003, -4.26702, -2.33022], [0.80635, -5.18443, -3.08669], [-0.64428, -4.35382, -1.61224], [0.83417, -2.52324, -1.65566], [1.86616, -3.11466, -2.97861], [0.17507, -5.96291, -3.21143], [1.76472, -5.23581, -3.40131], [5.19687, -2.17912, -2.94511], [4.42671, -1.50157, -1.93878], [4.67820, 0.04407, -2.12412], [3.94808, 0.46718, -3.23304], [6.10940, -1.99750, -2.70864], [3.37276, -1.72671, -2.10187], [4.64837, -1.80187, -0.91468], [5.71248, 0.33657, -2.30523], [4.40145, 0.52140, -1.18408], [4.10816, -0.16477, -3.93775]],
  "forces_ev_per_angstrom": [[-0.02, 0.72, 1.03], [-0.07, -1.04, 0.20], [0.10, 2.13, -1.95], [-0.93, -2.20, -0.01], [0.42, 0.04, 0.54], [-0.25, 0.84, 0.52], [0.38, -1.12, 0.06], [0.13, -0.19, -0.25], [0.08, 0.32, 0.62], [0.30, 0.07, 0.00], [-0.12, 0.13, 0.47], [-0.56, -0.44, -0.37], [0.61, -0.62, -0.36], [0.04, 0.33, -0.03], [-0.36, 0.64, -0.53], [0.21, -0.45, -0.14], [0.11, 0.65, 0.18], [0.62, 0.34, -0.55], [-1.10, -0.30, 0.26], [2.00, 1.21, -1.51], [-0.54, -0.47, 0.88], [0.84, 0.69, 0.23], [0.16, -0.02, 0.21], [0.23, -0.46, 0.05], [-0.30, -0.18, -0.55], [-0.15, -0.37, 0.39], [0.04, -0.13, 0.07], [-0.28, 0.24, 0.39], [-0.03, -0.33, 0.36], [-0.13, 0.11, 0.26], [-0.14, -0.19, -0.12], [-0.39, 0.38, -0.02], [-0.50, -0.48, -0.31], [-0.25, -0.27, -0.06], [-0.42, -0.16, 0.26], [0.34, -0.03, 0.03], [-0.17, -0.32, -0.45], [0.28, -0.31, 2.89], [-0.67, -0.77, -0.99], [0.24, 0.83, -1.51], [0.12, -0.06, -0.31], [0.24, 0.21, -0.57], [0.65, -0.08, 0.37], [0.30, 0.31, 0.42], [-0.18, -0.30, -0.54], [0.28, 0.07, 0.03], [-0.58, 0.63, 0.26], [-0.21, 0.33, -0.04], [-0.04, -0.24, -0.26], [-0.03, -0.54, -0.01], [-0.12, 0.40, 0.32], [0.45, -1.56, -0.75], [-0.86, 1.34, 0.35], [2.73, 0.49, 0.05], [-1.66, 2.18, -0.94], [-0.85, -0.08, 1.83], [1.22, -1.83, -0.06], [0.64, 0.32, -0.07], [-0.73, 0.88, 0.15], [-0.34, -0.03, -0.09], [-0.16, -0.14, 0.15], [-0.43, -0.42, 0.21], [-0.40, -0.01, 0.47], [0.26, -0.25, -0.05], [0.14, -0.20, -0.56], [-0.34, 0.08, 0.03], [0.45, -0.79, -0.68], [-0.31, -0.06, -0.07], [3.63, 0.45, -1.08], [-2.47, 1.78, -1.85], [-2.36, -1.72, 3.19], [0.87, -0.43, -0.29], [0.13, 0.17, -0.50], [0.12, -0.16, 0.34], [-0.13, 0.16, -0.33], [0.08, -0.16, 0.30], [3.44, 2.33, -2.22], [-1.09, -0.01, -0.76], [-2.92, -2.20, 1.87], [0.05, 0.32, 0.29], [0.13, 0.38, 0.06], [1.03, -0.32, 0.23], [-0.43, -0.11, 0.22], [-0.01, -0.06, 0.57], [-3.01, 0.37, 4.25], [-1.67, 0.28, 0.01], [6.30, -2.41, -0.33], [-1.81, 2.15, -3.73], [-0.42, 0.03, -0.11], [0.18, 0.00, -0.09], [0.21, -0.07, 0.51], [0.24, -0.38, -0.50], [-6.57, -3.30, -3.36], [3.02, 0.45, 0.96], [4.39, -2.31, 1.09], [-1.54, 5.75, 1.55], [-0.09, -0.69, -0.04], [-0.64, 0.45, -0.38], [1.11, 0.37, 0.15], [0.36, -0.75, 0.10], [1.11, 3.35, 0.83], [2.30, 1.54, 0.43], [-0.21, -4.60, -2.75], [-3.52, -0.56, 1.67], [0.47, 0.34, -0.36], [-0.40, 0.27, 0.24], [0.64, -0.32, -0.20], [-0.50, 0.11, 0.10], [-0.50, -0.17, 0.61], [0.95, 1.48, -0.44], [-0.38, -1.67, 0.43], [-0.77, 0.88, -0.03], [0.22, -0.14, -0.22], [0.10, 0.22, -0.15], [0.36, -0.30, 0.06], [0.52, -0.61, 0.30], [-0.51, 0.48, -0.30], [0.02, -0.12, -0.20]],
  "mulliken_charge": [-0.760, -0.160, -0.978, 0.854, -1.364, -0.770, -0.227, 0.435, 0.494, 0.384, 0.513, -0.086, 0.421, 0.218, 0.353, 0.279, 0.280, -0.817, -0.268, -0.521, 0.376, -1.387, -0.728, 0.450, 0.322, 0.126, 0.204, 0.334, 0.245, 0.362, 0.370, 0.305, 0.300, 0.279, -0.661, -0.432, -0.314, 0.413, -0.992, -0.760, 0.102, 0.370, 0.335, 0.680, -0.154, 0.269, 0.324, 0.381, -0.065, 0.291, 0.331, -0.722, -0.368, -0.854, 0.539, -0.654, -0.446, 0.234, 0.270, 0.336, 0.354, 0.404, -0.024, 0.154, -0.141, 0.494, 0.256, 0.195, -0.428, 0.436, -0.361, -0.534, 0.170, 0.236, 0.173, 0.142, 0.255, -0.717, 0.716, -0.010, 0.092, 0.170, 0.048, -0.128, 0.056, 0.590, -0.262, -0.749, -0.358, 0.173, 0.266, 0.061, -0.386, 0.649, -0.119, -0.638, 0.264, 0.132, 0.232, -0.144, -0.130, 0.597, -0.421, -0.655, 0.004, 0.086, 0.243, 0.188, -0.538, 0.069, -0.424, -0.464, 0.366, -0.233, 0.300, 0.445, 0.237, 0.318],
  "mol_weight_g_mol": 718.9,
  "lumo_ev": 0.0,
  "fmax_ev_per_a": 8.08,
  "de_lowest_kcal_mol": 153.3,
  "total_energy_ha": -2512.50636,
  "homo_ha": -0.3161,
  "total_charge": 0
}